A 20-piece molecular cluster, C76H204N12O34 overall in a non-equilibrium geometry. Source: the OMol25 dataset; level of theory: ωB97M-V with the def2-TZVPD basis set.

Total charge   0
Frontier orbital gap   8.73 eV
Spin multiplicity   1
HOMO energy   -8.4 eV
LUMO level   0.316 eV

```
326
Properties=species:S:1:pos:R:3:forces:R:3:lowdin_charge:R:1
C 22.716 23.661 21.660 -0.5 1.9 0.0 -0.27
C 23.559 24.837 22.273 -1.3 -2.1 -0.4 -0.22
O 24.776 24.856 21.585 0.1 0.8 -0.1 -0.04
O 23.394 22.483 21.645 2.5 -1.6 1.8 -0.09
H 22.588 23.770 20.583 -1.0 1.5 -0.1 0.12
H 21.793 23.574 22.234 -0.4 0.1 -0.2 0.11
H 23.742 24.641 23.330 -0.1 -0.2 0.3 0.11
H 22.920 25.719 22.240 0.6 0.4 -0.5 0.12
H 24.995 23.922 21.590 0.6 -0.2 -0.3 0.07
H 22.874 21.827 21.175 -0.5 -0.7 -0.6 0.04
C 17.654 21.407 27.488 -0.7 -0.7 -0.4 -0.25
C 18.918 20.945 26.737 -0.5 0.4 1.6 -0.23
O 18.867 21.452 25.458 0.3 0.6 -0.4 -0.07
O 17.613 20.774 28.713 0.1 -0.9 2.0 -0.06
H 16.704 21.105 27.046 0.3 -0.2 -0.7 0.12
H 17.498 22.469 27.677 0.9 0.4 -0.7 0.13
H 19.145 19.879 26.752 -1.2 -0.5 -0.1 0.10
H 19.757 21.257 27.359 0.4 1.0 -0.2 0.12
H 19.777 21.471 25.151 0.2 0.4 -0.4 0.05
H 18.228 21.212 29.306 0.0 -0.1 0.2 0.09
C 21.592 20.426 23.543 0.7 0.3 0.8 -0.18
C 22.331 20.973 24.843 -0.8 0.1 -0.9 -0.16
O 21.598 22.075 25.407 -0.4 -0.3 -0.5 -0.08
O 20.436 19.640 23.765 -0.4 0.9 0.3 -0.09
H 22.269 19.798 22.964 0.5 0.3 0.0 0.11
H 21.269 21.267 22.929 0.2 0.1 0.0 0.11
H 23.330 21.312 24.570 0.0 -0.2 -0.2 0.12
H 22.382 20.205 25.615 0.2 -0.3 -0.1 0.10
H 22.159 22.686 25.890 0.2 -0.2 -0.1 0.10
H 20.697 18.873 24.281 0.0 -0.9 -0.1 0.02
C 15.739 13.067 19.807 -0.7 0.0 -0.6 -0.23
C 14.275 12.624 19.605 -0.1 -0.3 1.5 -0.22
O 14.182 11.262 19.207 0.8 -0.3 -0.4 -0.07
O 16.396 13.216 18.606 0.7 0.5 -2.2 -0.10
H 16.307 12.327 20.371 -0.4 0.0 0.8 0.12
H 15.840 14.087 20.179 -0.8 -0.2 1.2 0.09
H 13.677 13.287 18.980 0.4 0.2 -0.3 0.12
H 13.829 12.632 20.599 -0.2 0.6 0.3 0.10
H 13.351 11.048 18.777 0.0 0.4 0.0 0.08
H 17.014 12.495 18.465 -0.4 -0.5 -0.4 0.00
C 19.935 20.941 14.474 0.6 -0.9 -0.3 -0.25
C 20.287 19.689 13.628 0.4 2.0 -0.5 -0.25
O 19.700 19.762 12.346 0.8 -0.6 0.3 -0.07
O 18.599 20.855 14.853 -0.7 -1.7 -0.2 -0.10
H 20.076 21.921 14.017 0.4 -0.2 -0.7 0.11
H 20.685 20.886 15.264 -0.2 0.1 1.0 0.10
H 20.068 18.781 14.190 -0.5 -0.1 0.1 0.09
H 21.367 19.670 13.487 0.2 0.1 0.0 0.11
H 18.801 19.445 12.458 -0.9 0.1 -0.5 0.00
H 18.340 21.654 15.319 0.3 0.9 0.4 0.01
C 22.755 20.875 18.635 0.7 0.0 -0.4 -0.20
C 24.257 21.160 18.627 -0.2 -1.3 0.9 -0.26
O 24.603 22.450 18.949 0.2 1.9 -0.5 -0.05
O 22.118 20.906 19.902 1.5 0.5 0.3 -0.10
H 22.665 19.862 18.244 -0.3 0.0 -0.4 0.10
H 22.257 21.644 18.043 0.0 -0.1 -0.6 0.11
H 24.694 20.872 17.671 -0.3 0.3 -0.3 0.12
H 24.792 20.544 19.349 -0.3 -0.8 0.2 0.12
H 24.289 22.634 19.837 0.0 0.0 0.3 0.04
H 21.315 20.400 19.762 -1.2 -0.5 0.6 0.02
C 13.082 23.257 13.114 -0.3 -1.5 1.9 -0.27
C 14.015 22.255 13.826 -1.1 0.2 -0.4 -0.21
O 14.763 21.581 12.814 -0.1 -0.3 0.4 -0.07
O 13.893 24.186 12.557 1.6 2.6 -1.7 -0.06
H 12.484 23.839 13.816 -0.3 -0.4 0.3 0.12
H 12.413 22.720 12.442 0.1 0.0 -0.3 0.13
H 13.417 21.546 14.399 0.2 -0.2 -0.2 0.09
H 14.675 22.771 14.524 0.0 0.2 0.0 0.11
H 15.381 22.223 12.456 0.2 0.1 0.0 0.08
H 14.195 24.023 11.661 -0.3 -0.4 0.0 0.10
C 17.121 20.765 22.321 0.4 -0.9 1.6 -0.20
C 16.308 21.204 23.508 -1.8 0.2 -0.5 -0.28
O 16.538 20.426 24.629 0.5 -0.3 0.9 -0.06
O 18.471 21.243 22.534 -0.8 0.7 -1.8 -0.08
H 16.570 20.985 21.407 1.0 0.9 -0.5 0.10
H 17.154 19.676 22.356 -0.1 -0.3 -0.1 0.11
H 15.228 21.091 23.411 -0.2 0.0 -1.0 0.11
H 16.440 22.274 23.665 0.4 0.2 0.2 0.12
H 17.294 20.840 25.053 0.5 -0.3 0.1 0.02
H 18.943 20.681 23.153 -0.2 -0.6 0.3 0.03
C 20.054 24.857 15.484 0.9 0.5 0.5 -0.04
C 19.852 23.812 16.569 -0.7 0.3 -1.2 -0.39
C 19.671 24.422 17.917 1.0 0.2 -0.2 -0.23
O 19.575 23.337 18.784 0.1 0.2 1.5 -0.18
C 19.503 23.853 20.103 0.0 -0.6 0.8 -0.09
N 18.612 23.116 16.248 -0.6 -0.5 -0.1 0.06
H 19.260 25.604 15.496 -0.3 -0.4 -0.2 0.05
H 20.185 24.395 14.505 -0.2 0.1 0.0 0.08
H 20.938 25.448 15.722 0.4 -0.1 -0.2 0.08
H 20.648 23.068 16.572 0.3 0.2 0.2 0.13
H 18.792 25.066 17.934 -0.5 0.0 0.0 0.13
H 20.500 25.066 18.210 0.4 0.1 0.0 0.13
H 20.307 24.561 20.307 -0.2 0.6 -0.4 0.08
H 19.685 23.120 20.888 -0.2 -0.7 -0.5 0.07
H 18.502 24.243 20.287 0.0 0.5 0.0 0.09
H 17.927 23.826 16.030 -0.1 0.3 -0.2 0.04
H 18.267 22.679 17.090 0.0 -0.3 0.3 0.05
C 20.163 11.810 19.615 0.4 1.1 -0.4 -0.04
C 19.167 12.106 18.489 3.5 2.2 -0.3 -0.45
C 19.877 12.326 17.084 -0.2 1.1 0.5 -0.15
O 20.537 13.594 16.974 -0.4 1.0 -0.3 -0.21
C 21.136 13.915 15.665 0.3 -1.4 1.3 -0.06
N 18.202 11.104 18.367 -1.2 -1.6 -0.4 0.05
H 20.844 11.010 19.323 -0.2 -0.4 0.3 0.08
H 19.665 11.672 20.575 -0.1 -0.5 -0.1 0.08
H 20.787 12.685 19.793 0.2 0.2 -0.2 0.06
H 18.757 13.100 18.670 -0.4 -0.1 0.2 0.12
H 19.055 12.382 16.371 0.0 -0.8 -0.4 0.12
H 20.656 11.584 16.907 -0.3 -0.7 -0.3 0.12
H 20.585 13.635 14.768 -0.6 -0.2 0.3 0.08
H 22.037 13.301 15.672 0.4 0.3 -0.4 0.07
H 21.387 14.973 15.583 -0.2 -0.2 0.4 0.06
H 17.999 10.705 19.272 -0.3 0.1 0.4 0.09
H 18.634 10.318 17.902 -0.2 -0.3 -0.5 0.10
C 19.241 17.274 26.068 -0.4 0.0 0.5 -0.05
C 20.715 17.569 26.261 0.7 0.4 -0.1 -0.43
C 21.358 16.950 27.507 -0.2 0.2 0.1 -0.18
O 22.697 17.440 27.723 -1.4 -0.2 0.0 -0.18
C 23.312 16.777 28.818 0.6 0.2 -0.6 -0.11
N 21.416 17.213 25.030 -0.1 0.1 0.0 0.05
H 18.668 17.722 26.880 -0.1 -0.3 0.2 0.08
H 19.014 16.210 26.003 0.1 -0.2 0.2 0.09
H 18.832 17.709 25.156 0.3 0.2 -0.1 0.08
H 20.836 18.650 26.326 -0.1 0.2 0.4 0.11
H 21.320 15.864 27.414 0.5 -0.4 -0.3 0.12
H 20.725 17.126 28.377 0.0 0.5 0.3 0.13
H 22.797 16.845 29.776 -0.6 0.0 -0.1 0.09
H 24.275 17.262 28.979 0.1 -0.1 -0.2 0.09
H 23.475 15.741 28.523 0.0 -0.2 0.4 0.09
H 22.381 17.509 25.064 0.3 -0.2 0.2 0.09
H 21.383 16.208 24.940 0.2 -0.2 -0.3 0.09
C 14.575 18.838 19.956 0.3 0.1 0.3 -0.04
C 14.563 17.710 18.904 0.4 0.5 -0.3 -0.35
C 14.706 18.218 17.420 -0.9 -1.2 0.4 -0.17
O 13.427 18.558 16.884 0.1 1.3 -0.5 -0.18
C 13.466 19.023 15.521 -0.4 -0.2 0.4 -0.09
N 15.634 16.727 19.203 -1.0 0.8 0.6 0.08
H 13.888 19.656 19.743 -0.2 -0.1 -0.3 0.08
H 15.544 19.298 20.154 0.4 0.0 -0.7 0.04
H 14.348 18.503 20.968 -0.4 -0.5 -0.1 0.05
H 13.580 17.245 18.977 0.0 -0.3 -0.1 0.13
H 14.997 17.338 16.847 0.7 -0.1 -0.1 0.11
H 15.456 19.004 17.328 0.0 0.2 -0.1 0.11
H 12.472 19.369 15.238 -0.2 -0.2 0.3 0.09
H 13.731 18.242 14.809 0.2 -0.3 0.2 0.07
H 14.112 19.876 15.315 0.5 0.0 0.6 0.06
H 15.535 15.885 18.654 -0.1 -0.1 -0.3 0.06
H 16.490 17.174 18.906 0.3 -0.3 -0.1 0.03
C 15.238 17.825 12.465 0.0 -0.6 0.3 -0.05
C 16.520 18.085 13.276 -1.4 -1.3 -0.4 -0.39
C 17.574 16.968 13.227 0.2 0.7 -0.1 -0.19
O 17.093 15.703 13.699 0.5 0.9 -1.4 -0.19
C 18.058 14.663 13.543 -1.2 -0.4 1.3 -0.09
N 16.998 19.360 12.767 0.8 0.0 0.7 0.06
H 14.542 18.630 12.703 -0.1 0.1 -0.3 0.06
H 14.697 16.893 12.625 0.3 -0.2 0.5 0.07
H 15.481 17.806 11.402 0.0 0.4 -0.1 0.09
H 16.319 18.100 14.348 -0.6 0.4 0.2 0.13
H 18.344 17.356 13.893 0.5 -0.3 0.3 0.10
H 18.033 16.912 12.241 -0.1 -0.3 -0.3 0.13
H 17.436 13.774 13.645 0.3 -0.3 0.1 0.08
H 18.728 14.711 14.401 0.4 -0.1 -0.1 0.06
H 18.621 14.531 12.619 -0.2 0.8 -0.3 0.09
H 17.326 19.901 13.555 0.6 0.3 0.4 0.05
H 16.239 19.946 12.449 -0.3 -0.4 -0.3 0.06
C 18.169 20.442 18.491 0.5 0.8 0.0 -0.04
C 18.656 19.221 19.245 -1.1 -0.3 0.3 -0.37
C 18.990 18.001 18.406 0.3 -0.6 -0.5 -0.15
O 17.861 17.434 17.699 0.7 1.6 -0.3 -0.23
C 18.104 16.181 17.064 -0.4 0.2 0.7 -0.07
N 19.802 19.497 20.180 -1.1 -0.5 -0.8 0.11
H 17.426 20.266 17.714 0.3 -0.6 -0.2 0.07
H 19.005 21.015 18.089 0.1 -0.2 -0.3 0.07
H 17.660 21.145 19.149 0.1 0.0 0.5 0.07
H 17.751 18.875 19.744 -0.1 -0.1 0.9 0.11
H 19.341 17.238 19.100 0.4 -0.2 0.0 0.11
H 19.791 18.277 17.720 0.2 -0.2 -0.4 0.12
H 18.055 15.443 17.865 0.5 -0.5 -0.2 0.08
H 19.020 16.146 16.476 0.3 0.1 0.3 0.08
H 17.288 15.968 16.373 -0.2 0.3 0.0 0.08
H 20.012 18.630 20.655 0.5 -0.6 -0.2 0.05
H 19.482 20.028 20.978 -0.4 0.9 0.0 0.06
C 22.648 16.731 16.925 1.1 -0.6 1.5 -0.06
O 23.319 17.501 17.970 0.5 -0.3 0.1 -0.22
C 24.417 16.868 18.735 -0.9 0.0 -1.0 -0.16
C 23.918 16.176 19.982 1.1 -0.2 0.2 -0.25
N 23.395 17.205 20.863 -0.8 -0.6 0.4 -0.03
C 22.696 16.680 22.053 -0.6 0.3 -1.1 -0.17
C 21.436 15.872 21.685 1.0 -0.5 0.4 -0.22
O 20.397 16.728 21.263 -0.1 -0.1 1.4 -0.22
C 19.130 16.241 21.714 -0.2 0.2 -1.1 -0.08
H 23.250 16.601 16.026 0.1 0.6 -0.2 0.08
H 21.666 17.168 16.741 0.3 0.2 0.0 0.07
H 22.499 15.710 17.276 -0.3 -0.1 0.3 0.07
H 25.102 17.634 19.098 -0.3 0.4 -0.5 0.12
H 24.980 16.198 18.086 -0.1 -0.2 -0.1 0.12
H 24.760 15.709 20.493 0.6 0.2 0.0 0.12
H 23.368 15.267 19.736 -1.2 0.2 -0.1 0.09
H 22.707 17.683 20.298 -0.2 0.6 0.0 0.09
H 22.301 17.490 22.668 0.2 0.3 -0.2 0.08
H 23.400 16.156 22.700 0.0 -0.4 -0.2 0.12
H 21.192 15.268 22.558 -0.6 0.2 0.3 0.11
H 21.607 15.123 20.911 0.3 0.0 -0.3 0.11
H 18.406 17.049 21.609 0.0 0.0 -0.1 0.08
H 19.070 15.870 22.737 0.5 0.1 0.1 0.09
H 18.861 15.449 21.014 -0.4 -0.3 0.1 0.09
C 16.765 26.816 10.879 -0.6 0.2 0.2 -0.09
O 16.980 27.138 12.264 -0.9 0.1 -1.2 -0.17
C 17.051 26.022 13.111 1.9 0.2 1.1 -0.21
C 16.944 26.496 14.586 -1.3 -0.2 -1.0 -0.19
N 16.798 25.403 15.532 -0.6 -0.1 -0.3 -0.10
C 15.834 25.811 16.567 1.2 -1.7 0.3 -0.15
C 15.730 24.646 17.576 0.0 0.9 1.0 -0.22
O 14.724 23.711 17.295 -0.5 0.3 -0.6 -0.18
C 14.723 22.539 18.076 0.1 -0.3 -0.4 -0.09
H 17.618 26.375 10.364 0.3 0.1 0.3 0.09
H 16.402 27.694 10.345 0.6 0.4 0.3 0.09
H 15.920 26.153 10.691 -0.1 -0.6 0.6 0.07
H 18.041 25.596 12.951 0.1 -0.7 0.0 0.12
H 16.283 25.263 12.960 -0.3 0.1 -0.3 0.10
H 15.970 26.984 14.541 0.0 0.8 0.2 0.11
H 17.693 27.176 14.990 0.2 0.1 -0.6 0.12
H 16.336 24.637 15.064 0.0 -0.3 -0.4 0.10
H 14.876 26.060 16.112 -0.2 0.3 0.3 0.12
H 16.335 26.642 17.063 -0.6 0.3 0.2 0.13
H 15.568 25.102 18.553 -0.4 0.0 0.4 0.12
H 16.704 24.173 17.699 0.2 -0.2 -0.3 0.09
H 13.873 21.934 17.762 0.0 0.1 -0.1 0.09
H 14.629 22.686 19.152 0.1 0.4 0.1 0.06
H 15.628 21.963 17.878 0.2 -0.1 0.1 0.07
C 14.121 23.795 21.657 -0.9 -1.4 1.2 -0.13
O 13.880 24.939 22.414 -0.1 2.0 -0.4 -0.19
C 14.520 25.039 23.689 0.7 -1.6 -0.6 -0.22
C 14.392 26.394 24.322 0.2 -0.1 -0.8 -0.20
N 14.806 27.461 23.394 -0.1 -0.6 0.4 -0.05
C 14.386 28.785 23.829 0.5 -0.2 -0.4 -0.21
C 15.202 29.334 24.991 -0.2 -0.4 0.1 -0.21
O 14.779 28.657 26.167 -0.3 0.2 -0.1 -0.21
C 15.507 28.832 27.354 0.3 -0.3 -0.1 -0.11
H 15.116 23.661 21.233 0.2 0.3 0.1 0.08
H 13.355 23.599 20.906 0.0 1.0 -0.4 0.09
H 13.861 22.974 22.326 0.7 -0.8 0.2 0.08
H 15.564 24.735 23.615 0.3 0.1 -0.3 0.11
H 14.063 24.273 24.315 -0.1 0.0 0.4 0.12
H 15.057 26.460 25.184 -0.3 -0.3 0.1 0.12
H 13.351 26.395 24.646 -0.3 0.9 0.2 0.12
H 14.357 27.295 22.505 0.0 -0.3 -0.2 0.10
H 13.312 28.736 24.012 -0.2 0.6 0.6 0.12
H 14.546 29.438 22.971 0.0 0.2 0.0 0.12
H 15.113 30.420 25.014 -0.5 0.3 0.5 0.12
H 16.268 29.168 24.838 0.2 -0.4 -0.2 0.12
H 16.584 28.746 27.210 0.3 0.2 -0.3 0.08
H 15.261 27.993 28.004 -0.3 0.2 0.1 0.09
H 15.296 29.780 27.850 -0.1 0.1 0.0 0.08
C 21.835 16.161 12.735 0.8 0.2 -1.0 -0.10
O 22.986 15.614 13.339 -0.2 -0.5 0.2 -0.22
C 23.535 14.409 12.763 -0.8 1.3 1.8 -0.18
C 24.428 13.869 13.870 -1.1 1.8 -0.8 -0.26
N 24.744 12.523 13.526 -1.2 0.8 1.2 -0.07
C 25.682 12.072 14.519 -0.5 -1.7 -0.4 -0.19
C 25.013 11.704 15.905 1.9 1.8 0.2 -0.15
O 24.660 12.880 16.693 -0.4 -0.5 -0.4 -0.23
C 24.147 12.492 17.968 0.5 0.0 -0.7 -0.09
H 21.100 15.460 12.338 -0.1 -0.6 0.5 0.07
H 22.187 16.667 11.836 -0.3 0.7 -0.1 0.09
H 21.351 16.848 13.429 0.2 0.0 -0.1 0.07
H 24.085 14.629 11.848 -0.2 -0.1 -0.3 0.13
H 22.706 13.710 12.654 0.1 -0.2 -0.6 0.12
H 23.919 14.087 14.809 -0.2 -0.9 0.0 0.09
H 25.302 14.511 13.979 0.6 0.2 -0.3 0.12
H 24.988 12.626 12.551 1.0 -1.1 0.1 0.11
H 26.516 12.772 14.576 0.2 0.1 0.8 0.12
H 26.068 11.149 14.089 0.4 -0.3 0.6 0.11
H 25.837 11.335 16.515 0.1 -0.9 -0.2 0.11
H 24.211 10.966 15.865 -0.2 0.2 -0.4 0.12
H 24.218 13.331 18.660 -0.4 0.2 -0.3 0.07
H 24.759 11.716 18.427 0.2 -0.3 -0.1 0.08
H 23.138 12.107 17.821 -0.3 0.1 0.4 0.07
C 15.580 11.222 15.223 0.5 0.7 -1.1 -0.12
O 14.457 11.957 15.576 -0.9 0.2 1.1 -0.22
C 14.574 13.381 15.402 -0.7 -1.0 -1.5 -0.18
C 13.077 13.856 15.371 0.9 0.0 1.4 -0.20
N 12.220 13.157 14.431 0.7 1.2 -0.8 -0.04
C 12.700 13.360 13.027 -1.8 -0.8 0.6 -0.18
C 11.600 13.008 11.987 0.7 0.2 0.5 -0.22
O 10.546 13.980 11.904 1.3 -0.2 0.5 -0.18
C 9.685 13.891 10.789 0.2 0.0 0.5 -0.11
H 15.688 11.378 14.149 0.6 0.0 -0.5 0.08
H 15.492 10.140 15.324 -0.4 0.2 0.7 0.09
H 16.462 11.619 15.726 0.3 -0.3 0.2 0.07
H 15.012 13.541 14.417 0.0 0.1 -0.5 0.09
H 15.329 13.819 16.054 -0.6 0.2 0.8 0.11
H 12.974 14.936 15.261 0.3 0.1 -0.3 0.11
H 12.716 13.668 16.382 -0.3 -0.1 0.1 0.10
H 12.251 12.179 14.683 0.0 -0.2 -0.3 0.10
H 13.547 12.700 12.839 0.2 -0.1 -0.3 0.10
H 13.041 14.381 12.856 -0.2 0.1 0.3 0.12
H 11.246 11.995 12.177 -0.5 -0.1 0.4 0.12
H 12.210 12.863 11.096 -0.4 0.6 -0.9 0.11
H 9.199 14.853 10.623 0.5 0.3 0.0 0.08
H 8.839 13.247 11.027 0.2 -0.7 -0.4 0.08
H 10.288 13.612 9.925 -0.5 -0.2 -0.3 0.08
C 12.140 14.447 22.741 0.8 -0.9 -0.2 -0.09
O 13.552 14.654 22.717 -0.1 1.0 -0.2 -0.21
C 14.017 15.862 22.090 1.1 -0.1 -0.1 -0.19
C 15.482 16.099 22.526 1.1 0.2 1.1 -0.20
N 15.790 15.728 23.921 -0.1 -0.4 0.1 -0.06
C 15.293 16.740 24.818 -0.8 0.2 1.7 -0.21
C 15.328 16.476 26.375 0.5 -0.6 -1.9 -0.20
O 14.391 15.445 26.660 -1.3 0.5 0.3 -0.21
C 14.217 15.220 28.075 1.4 0.2 -0.9 -0.09
H 11.814 13.984 21.809 -0.2 0.6 -0.5 0.07
H 11.577 15.340 23.014 0.0 0.0 -0.1 0.09
H 11.975 13.623 23.435 0.0 0.4 0.5 0.09
H 13.437 16.760 22.305 -0.5 -0.2 0.5 0.11
H 14.066 15.820 21.002 -0.3 -0.4 -0.2 0.09
H 15.795 17.144 22.519 -0.6 0.4 -0.7 0.09
H 16.271 15.633 21.936 -0.6 -0.5 -0.5 0.08
H 15.217 14.912 24.079 0.1 -0.5 0.3 0.09
H 14.223 16.880 24.662 -0.4 0.3 -0.2 0.11
H 15.757 17.705 24.614 0.3 0.0 0.1 0.10
H 15.137 17.453 26.819 -0.5 -0.1 0.4 0.12
H 16.310 16.142 26.709 0.4 0.0 0.0 0.10
H 15.201 14.812 28.305 0.0 0.0 1.2 0.08
H 13.452 14.501 28.365 -0.1 0.0 -0.8 0.08
H 14.006 16.152 28.599 0.2 0.1 0.1 0.08
```
Forces are in eV/Å.